# 1
{"formula": "C19H19N2O9P2SSn", "method": "the ωB97M-V functional and the def2-TZVPD basis", "elements": ["Sn", "N", "C", "C", "P", "O", "O", "O", "P", "O", "O", "O", "H", "H", "H", "H", "H", "H", "H", "H", "C", "C", "C", "C", "C", "C", "C", "C", "C", "C", "H", "H", "H", "H", "H", "H", "H", "O", "S", "O", "N", "C", "O", "C", "C", "C", "C", "C", "C", "H", "H", "H", "H"], "xyz": [[-0.32091, 0.04567, 0.65034], [-1.52501, -3.48553, 4.14714], [-0.66811, -2.98343, 3.04194], [0.39519, -3.99413, 2.68304], [-0.02011, -1.36013, 3.71354], [1.55479, -1.45203, 3.61924], [-0.53011, -1.36283, 5.10124], [-0.47141, -0.18383, 2.83904], [-1.74911, -2.73023, 1.57884], [-2.75301, -1.59563, 2.14134], [-2.46991, -3.95283, 1.23314], [-0.89521, -2.05533, 0.48724], [-1.36171, -2.71573, 4.90044], [-1.23611, -4.40433, 4.49384], [-2.50851, -3.52813, 3.86104], [1.06969, -4.19243, 3.51584], [0.98449, -3.62223, 1.84624], [-0.07771, -4.92143, 2.35734], [1.90419, -1.09443, 2.79534], [-3.65181, -1.81133, 1.88374], [-3.16511, 2.24307, -3.82386], [-2.65691, 1.00457, -3.40176], [-2.17051, 0.85667, -2.13396], [-2.17821, 1.93387, -1.22716], [-1.73381, 1.92727, 0.08554], [-1.80691, 2.90137, 1.00984], [-2.40861, 4.11197, 0.58534], [-2.82441, 4.25307, -0.70776], [-2.73721, 3.19857, -1.63826], [-3.20551, 3.30307, -2.96336], [-3.53731, 2.35057, -4.82986], [-2.65301, 0.17067, -4.08306], [-1.77211, -0.10153, -1.80436], [-1.43961, 2.79187, 2.02284], [-2.50831, 4.91337, 1.30174], [-3.24131, 5.19387, -1.03986], [-3.61911, 4.25127, -3.27566], [1.06679, 2.13377, -2.73596], [1.46019, 0.75787, -2.69466], [0.89069, -0.11913, -3.65976], [1.12169, 0.22317, -1.14596], [2.19619, 0.08267, -0.41626], [2.08329, -0.16283, 0.81084], [3.45179, 0.22307, -1.15276], [4.73949, 0.01787, -0.68206], [5.78579, 0.12797, -1.58596], [5.55149, 0.43657, -2.91926], [4.25709, 0.66457, -3.38386], [3.22639, 0.55637, -2.48456], [4.91359, -0.22553, 0.35434], [6.79659, -0.03273, -1.24806], [6.38119, 0.49867, -3.60706], [4.06589, 0.91427, -4.41516]], "energy_ev": -76662.778, "charge": 1, "de_lowest_kcal_mol": 42.3, "gap_ev": 6.576, "lumo_energy_ev": -4.83}

=====

# 2
{"formula": "CH3F3N2O", "method": "the ωB97M-V functional and the def2-TZVPD basis", "elements": ["C", "N", "N", "O", "F", "F", "F", "H", "H", "H"], "xyz": [[0.45245, 1.48961, 0.73689], [0.11434, -0.65762, -0.20038], [-0.77351, -1.64213, -0.10444], [-0.41808, 0.57893, -0.01345], [0.88563, -0.53376, -1.60816], [-1.87132, -1.69642, -1.16059], [-0.26516, -2.83274, -0.29215], [1.29511, 1.66728, 0.12067], [0.74965, 1.14507, 1.74328], [-0.16910, 2.48178, 0.77833]], "energy_ev": -14256.957, "de_lowest_kcal_mol": 139.3, "gap_ev": 11.067, "lumo_energy_ev": -0.49}

=====

# 3
{"formula": "C4H8O2", "method": "the ωB97M-V functional and the def2-TZVPD basis", "elements": ["C", "C", "C", "O", "C", "O", "H", "H", "H", "H", "H", "H", "H", "H"], "xyz": [[1.66217, -0.17534, -0.12355], [0.44096, -0.27482, 0.74794], [-0.63249, 0.74824, 0.62543], [-0.67926, 1.59517, -0.45228], [-0.82614, -0.81183, 0.17715], [-0.99974, -0.92700, -1.17835], [2.24451, -1.09800, -0.06004], [1.37336, -0.02047, -1.16563], [2.28669, 0.66509, 0.19024], [0.60079, -0.58841, 1.77688], [-1.27670, 1.00342, 1.46757], [-1.23184, 1.14511, -1.22615], [-1.56120, -1.32007, 0.80207], [-1.38149, -0.02321, -1.56045]], "energy_ev": -8370.183, "de_lowest_kcal_mol": 71.5, "gap_ev": 9.903, "lumo_energy_ev": 0.53}

=====

# 4
{"formula": "C39H63F5O21", "method": "the ωB97M-V functional and the def2-TZVPD basis", "elements": ["O", "C", "O", "C", "C", "F", "O", "H", "H", "H", "O", "C", "O", "C", "C", "F", "O", "H", "H", "H", "O", "C", "O", "C", "C", "F", "O", "H", "H", "H", "O", "C", "O", "C", "C", "F", "O", "H", "H", "H", "O", "C", "O", "C", "C", "F", "O", "H", "H", "H", "C", "C", "C", "O", "C", "H", "H", "H", "H", "H", "H", "H", "H", "C", "C", "C", "O", "C", "H", "H", "H", "H", "H", "H", "H", "H", "C", "C", "C", "O", "C", "H", "H", "H", "H", "H", "H", "H", "H", "C", "C", "C", "O", "C", "H", "H", "H", "H", "H", "H", "H", "H", "C", "C", "C", "O", "C", "H", "H", "H", "H", "H", "H", "H", "H", "C", "C", "C", "O", "C", "H", "H", "H", "H", "H", "H", "H", "H"], "xyz": [[6.52219, -1.12653, 1.37718], [5.59918, -1.63219, 2.00568], [4.68112, -0.89617, 2.65134], [3.91618, -1.70294, 3.46069], [4.18357, -3.13196, 2.97847], [3.29105, -3.52340, 2.12281], [5.37132, -2.90962, 2.24455], [4.24937, -1.66049, 4.49852], [2.86577, -1.43461, 3.37210], [4.25910, -3.89989, 3.74743], [2.46730, -1.54176, -2.60904], [2.90330, -2.61784, -2.41151], [2.33207, -3.75132, -2.73097], [3.23096, -4.83600, -2.62063], [4.00856, -4.28162, -1.41997], [5.25068, -4.72811, -1.46251], [4.06203, -2.92480, -1.75925], [2.71894, -5.76706, -2.39851], [3.81711, -4.81894, -3.54194], [3.54919, -4.50460, -0.45303], [0.05622, -5.14536, -1.00436], [0.21063, -4.98771, 0.16960], [-0.54062, -4.19178, 0.87127], [-0.06633, -4.21414, 2.18818], [0.61492, -5.61153, 2.21795], [-0.37413, -6.45902, 2.48985], [1.08456, -5.70912, 0.90997], [0.61771, -3.38273, 2.36884], [-0.85091, -4.20920, 2.93860], [1.41650, -5.80037, 2.92801], [-2.88812, -1.24233, -5.13696], [-2.40742, -2.04988, -4.36193], [-1.34727, -1.69982, -3.63549], [-0.81642, -2.83592, -3.02694], [-1.90288, -3.84341, -3.04746], [-2.55785, -3.72503, -1.88618], [-2.71842, -3.39578, -4.11204], [0.02028, -3.22938, -3.60833], [-0.39606, -2.59996, -2.05267], [-1.56656, -4.87370, -3.15396], [5.16266, 3.11064, 2.67831], [5.22869, 2.70228, 1.54883], [6.17327, 1.94204, 1.02301], [5.74432, 1.57699, -0.27083], [5.00762, 2.77203, -0.67651], [4.17172, 2.67574, -1.67425], [4.36299, 3.07310, 0.54848], [6.48595, 1.30533, -1.02001], [5.10889, 0.69114, -0.34505], [5.78071, 3.49845, -0.95582], [-1.25296, 2.71629, 4.16932], [-1.45043, 4.12390, 4.62933], [-0.10220, 4.73885, 4.32547], [0.87568, 3.76577, 4.42408], [0.20072, 2.48562, 4.37836], [-1.42248, 2.50039, 3.11563], [-1.84736, 2.00929, 4.74611], [-1.57940, 4.07536, 5.71128], [-2.29932, 4.61506, 4.15766], [0.18465, 5.62471, 4.89538], [-0.23804, 5.21403, 3.34543], [0.32308, 2.05865, 5.37319], [0.60444, 1.81086, 3.62292], [0.73993, 7.49803, -0.00638], [0.25532, 6.56393, 1.07807], [-0.07857, 5.32551, 0.25286], [0.85815, 5.34256, -0.82921], [1.61981, 6.58451, -0.84917], [1.29532, 8.38751, 0.29791], [0.07280, 7.85620, -0.79116], [-0.56998, 6.89838, 1.70694], [1.09677, 6.30453, 1.72283], [-1.11650, 5.34221, -0.08814], [0.15943, 4.45166, 0.86312], [1.82841, 6.97900, -1.84548], [2.57506, 6.29241, -0.40597], [-3.55533, -4.32394, 1.79043], [-3.42281, -2.79895, 1.68344], [-4.76337, -2.42344, 2.38191], [-5.69846, -3.43666, 2.02566], [-5.05253, -4.59983, 1.65143], [-3.28807, -4.62913, 2.80439], [-3.00467, -4.89949, 1.04863], [-3.45287, -2.43492, 0.65621], [-2.56377, -2.39829, 2.22268], [-5.15528, -1.43538, 2.12884], [-4.63616, -2.44386, 3.46808], [-5.24148, -4.80062, 0.59304], [-5.33282, -5.40942, 2.32551], [0.10443, 2.32230, -4.58135], [-0.43905, 1.81553, -5.89278], [-1.84500, 2.44341, -6.00542], [-2.02542, 3.01815, -4.72429], [-1.16763, 2.47876, -3.73098], [0.62062, 3.27511, -4.70380], [0.79331, 1.54887, -4.24729], [-0.50996, 0.73164, -5.97403], [0.08293, 2.16564, -6.78277], [-2.62609, 1.71303, -6.22856], [-1.81950, 3.30040, -6.68056], [-1.62307, 1.53042, -3.42375], [-1.09802, 3.01678, -2.78258], [-5.58228, -0.58455, -1.02884], [-4.16048, -0.24482, -1.32105], [-3.83468, 0.77407, -0.14454], [-5.08652, 1.38277, 0.14817], [-6.13467, 0.77926, -0.55195], [-5.67377, -1.34145, -0.24854], [-6.08653, -0.92148, -1.93379], [-4.08081, 0.21246, -2.30939], [-3.52937, -1.13552, -1.31187], [-3.09942, 1.54970, -0.36564], [-3.57796, 0.15747, 0.72343], [-6.51195, 1.33430, -1.41529], [-6.98643, 0.55231, 0.09071], [-0.08713, 0.26946, -0.10163], [1.23044, 1.04467, -0.29218], [2.12753, 0.52420, 0.86626], [1.64559, -0.82875, 1.00739], [0.44576, -1.07139, 0.26592], [-0.68028, 0.17927, -1.01247], [-0.72943, 0.61739, 0.71242], [1.10130, 2.11800, -0.15794], [1.75554, 0.89010, -1.23576], [1.89586, 1.10486, 1.76407], [3.19873, 0.58593, 0.68373], [-0.32950, -1.61947, 0.80593], [0.66460, -1.67185, -0.62307]], "energy_ev": -98045.189, "de_lowest_kcal_mol": 0.0, "gap_ev": 8.748, "lumo_energy_ev": -0.17}

=====

# 5
{"formula": "C32H46CrGeN4P2", "method": "the ωB97M-V functional and the def2-TZVPD basis", "elements": ["Cr", "C", "C", "C", "P", "C", "C", "C", "C", "C", "C", "C", "C", "C", "N", "C", "C", "C", "C", "C", "C", "P", "C", "C", "C", "C", "C", "C", "H", "H", "H", "H", "H", "H", "H", "H", "H", "H", "H", "H", "H", "H", "H", "H", "H", "H", "H", "H", "H", "H", "H", "H", "H", "H", "H", "H", "H", "H", "H", "H", "H", "H", "H", "H", "C", "Ge", "C", "C", "C", "H", "H", "H", "H", "H", "H", "H", "H", "H", "H", "N", "C", "C", "C", "N", "C", "N"], "xyz": [[0.27372, -0.43872, -0.58449], [-0.05633, 4.44229, 0.88964], [0.91990, 3.36000, 0.43786], [1.67280, 2.78958, 1.63340], [0.08674, 1.97809, -0.48333], [-0.33141, 2.82462, -2.10431], [-0.01020, 1.93127, -3.30152], [-1.79187, 3.26343, -2.16332], [2.56424, 1.72949, -1.38255], [3.36603, 2.51795, -2.21273], [4.56794, 2.09198, -2.78099], [5.01049, 0.80144, -2.52075], [4.26549, -0.02181, -1.68472], [3.08426, 0.44749, -1.09757], [2.32216, -0.43350, -0.25767], [2.91671, -1.19510, 0.67942], [4.22804, -0.95974, 1.20406], [4.77625, -1.75524, 2.17907], [4.09284, -2.85485, 2.72091], [2.81434, -3.10071, 2.25402], [2.22179, -2.30804, 1.27653], [0.53945, -2.58437, 0.70987], [0.54454, -4.34315, 0.11764], [-0.84703, -4.88665, -0.19033], [1.44716, -4.41757, -1.11077], [-0.54065, -2.54319, 2.22271], [-0.11509, -1.36844, 3.10531], [-2.01225, -2.38836, 1.83551], [0.47811, 5.23633, 1.42499], [-0.80389, 4.02071, 1.56585], [-0.57739, 4.90394, 0.04627], [1.63872, 3.78219, -0.26425], [0.96323, 2.38737, 2.36241], [2.27308, 3.56649, 2.12102], [2.33868, 1.98448, 1.31432], [0.30779, 3.71415, -2.14578], [-0.43420, 0.93269, -3.15662], [1.06322, 1.82108, -3.44832], [-0.45932, 2.33518, -4.21648], [-2.44742, 2.39441, -2.07444], [-2.00517, 3.76051, -3.11695], [-2.05308, 3.94826, -1.35397], [3.03296, 3.53323, -2.45757], [5.14588, 2.74536, -3.43162], [5.92488, 0.42684, -2.97168], [4.61269, -1.03403, -1.49233], [4.78697, -0.11419, 0.82716], [5.76848, -1.51037, 2.54609], [4.54240, -3.47736, 3.48426], [2.24837, -3.93155, 2.66913], [0.98956, -4.94552, 0.91939], [-1.38647, -4.23334, -0.88025], [-1.45407, -5.00325, 0.70693], [-0.76319, -5.86844, -0.66499], [1.02040, -3.83496, -1.93138], [1.53964, -5.45453, -1.44618], [2.44412, -4.02651, -0.90207], [-0.40226, -3.48472, 2.77113], [-0.09039, -0.43769, 2.52727], [0.87112, -1.51790, 3.54308], [-0.84604, -1.22583, 3.90622], [-2.16443, -1.44148, 1.31131], [-2.63248, -2.36669, 2.73600], [-2.38489, -3.18174, 1.19026], [-4.57759, 1.35888, -0.20769], [-3.12501, 2.11999, 0.93131], [-3.58879, 4.05849, 1.06236], [-3.58040, 1.38198, 2.72469], [-1.35710, 1.60821, 0.46370], [-5.55854, 1.66948, 0.16647], [-4.53979, 0.26555, -0.19205], [-4.48835, 1.67589, -1.24864], [-3.56910, 4.36544, 2.11156], [-4.60088, 4.21682, 0.68176], [-2.90758, 4.70888, 0.51344], [-4.64178, 1.50387, 2.95824], [-2.98584, 1.88584, 3.49040], [-3.33882, 0.31742, 2.76060], [-1.35861, 0.52340, 0.68757], [-1.49277, -1.10565, -1.65241], [-2.31489, -1.78133, -2.09965], [-3.29236, -2.62662, -2.62169], [-4.16972, -3.29578, -1.75181], [-4.88733, -3.86072, -1.04188], [-3.34148, -2.87897, -4.00476], [-3.37894, -3.09241, -5.14060]], "multiplicity": 5, "energy_ev": -143404.765, "charge": -2, "gap_ev": [5.248, 5.226], "lumo_energy_ev": [4.50, 4.50]}

=====

# 6
{"formula": "C4H8N2S", "method": "the ωB97M-V functional and the def2-TZVPD basis", "elements": ["C", "C", "N", "C", "S", "N", "C", "H", "H", "H", "H", "H", "H", "H", "H"], "xyz": [[-0.02480, -1.56272, -0.86205], [0.39252, -0.13385, -0.53001], [0.18881, 0.78764, -1.53716], [-0.45688, 1.81888, -1.31111], [-1.14169, 1.91760, 0.29328], [-0.58429, 0.35307, 0.63797], [0.16162, 0.18004, 1.89801], [-1.02246, -1.70852, -1.24554], [0.03297, -2.19570, -0.09057], [0.63364, -1.93919, -1.61292], [1.49291, -0.19147, -0.23675], [-0.71210, 2.41044, -2.07575], [-0.44937, 0.49607, 2.76067], [0.38615, -0.88412, 1.92402], [1.10299, 0.65182, 1.98793]], "energy_ev": -18091.293, "de_lowest_kcal_mol": 56.5, "gap_ev": 8.857, "lumo_energy_ev": 0.92}